# 1
{"formula": "C23H26N6O4S", "method": "the ωB97M-V functional and the def2-TZVPD basis", "e_tot_ha": -1919.69966, "smiles": "Cc1ccc(-c2nnn(CC(=O)N(Cc3cccs3)[C@H](C(=O)NC(C)(C)C)c3ccco3)n2)o1", "homo_lumo_gap_ev": 8.954, "e_lumo_ev": 0.7, "de_lowest_ev": 2.7555, "symbols": ["C", "H", "H", "H", "H", "H", "H", "H", "N", "C", "C", "O", "H", "C", "H", "H", "C", "C", "C", "N", "H", "H", "H", "C", "O", "H", "C", "H", "C", "H", "C", "C", "C", "C", "C", "H", "C", "N", "C", "O", "H", "C", "H", "H", "C", "H", "C", "H", "O", "N", "C", "H", "N", "N", "H", "H", "H", "C", "S", "C"], "xyz": [[-4.2028, 0.5887, -0.4349], [-0.4318, -2.0972, 0.7180], [-7.7678, -0.8494, 1.4604], [1.1485, -3.4995, -2.3241], [-5.0212, 2.5413, -0.9616], [1.6304, -1.2923, -1.5408], [-7.2426, 1.5550, 0.2416], [-0.2922, -2.7075, -1.6629], [-2.2555, 1.6138, -1.4891], [-1.8471, 1.9723, 1.8150], [0.2877, 1.8838, 0.9278], [3.0139, -1.0843, 1.2789], [3.1129, -3.9930, -0.7856], [2.6534, -0.8492, 0.1474], [-2.8372, 2.3647, 1.9626], [0.0738, -4.3809, -1.2361], [-0.8853, 2.5772, 0.9771], [4.2696, 1.0936, 0.0279], [0.3897, -2.7647, 0.9652], [1.9446, 1.3113, -0.8524], [7.2991, 2.2078, 0.5215], [-6.2858, -1.5110, 2.1767], [-0.0168, -3.7319, 1.2479], [1.3120, -2.9203, -0.2436], [-4.7093, -0.4911, 0.1990], [0.9455, -2.3576, 1.8048], [0.0185, 1.9379, -2.2612], [-0.1443, 2.0077, -3.3421], [6.2774, 1.8919, 0.5645], [-1.0695, 3.4874, 0.4327], [0.5103, -3.4087, -1.4474], [1.5413, 2.2422, 0.1934], [-5.1504, 1.5788, -0.5121], [-6.3013, 1.0606, 0.1143], [1.3155, 1.1579, -2.0331], [0.0097, 2.9388, -1.8287], [5.4506, 1.9277, 1.6441], [1.8763, -1.6208, -0.6187], [-5.9797, -0.2034, 0.5301], [4.2394, 1.4504, 1.3297], [2.3567, 2.2706, 0.9173], [-1.3835, 0.8363, 2.3949], [5.5992, 2.2605, 2.6521], [-1.9003, 0.1727, 3.0588], [2.4574, -3.8844, 0.0758], [-6.8640, -2.1327, 0.6352], [3.1028, 0.4367, -0.6226], [1.4358, 3.2468, -0.2327], [1.7111, 0.3981, -2.9006], [-1.9810, -0.4432, -0.7339], [-2.8466, 0.5817, -0.8857], [3.4324, 0.1211, -1.6200], [-1.0350, 1.1646, -1.6725], [-0.8630, -0.0528, -1.2303], [5.8305, 1.1616, -1.4945], [3.0377, -3.5010, 0.9102], [2.0623, -4.8612, 0.3410], [5.5094, 1.3448, -0.4897], [0.2347, 0.4861, 1.9467], [-6.7759, -1.2340, 1.2444]]}


# 2
{"formula": "C23H26NO2PPt", "method": "the ωB97M-V functional and the def2-TZVPD basis", "e_tot_ha": -1557.08413, "homo_lumo_gap_ev": 2.284, "charge": 2, "e_lumo_ev": -11.3, "de_lowest_ev": 0.0000, "symbols": ["C", "C", "H", "H", "H", "C", "C", "O", "H", "C", "H", "C", "C", "H", "C", "N", "C", "P", "C", "C", "H", "H", "H", "C", "H", "C", "H", "C", "H", "H", "C", "H", "H", "O", "H", "H", "C", "H", "H", "H", "C", "H", "C", "C", "C", "H", "H", "C", "C", "H", "H", "Pt", "C", "H"], "xyz": [[-2.3638, 0.7956, -0.4814], [-0.5918, 1.4046, 6.3251], [-0.4444, 2.2808, 6.9482], [-0.0466, -4.4754, -2.4610], [3.1371, 3.5759, -1.5730], [0.3473, 1.1105, -1.0834], [-2.4152, 1.3989, 3.0053], [1.1753, -0.6868, -3.1800], [0.3595, 0.8725, 6.2986], [-2.0063, 1.0385, 4.2785], [2.5375, 2.0780, 0.8366], [-1.6610, 1.8577, 0.0462], [-0.9038, 3.2436, 3.0352], [1.3927, 3.7085, -1.5522], [-2.3767, -1.2819, -1.8853], [2.8026, -5.5212, -2.4698], [-1.5652, -2.4697, -2.0678], [2.1138, 1.3985, -1.4353], [2.2256, 3.1318, -1.9578], [-2.3047, 2.8877, 0.9830], [2.7396, 0.3142, 0.6106], [3.0135, -4.9796, -4.4397], [-0.4470, 4.1138, 2.5831], [-0.2529, -2.3942, -2.3253], [-2.4393, 0.1897, 4.7857], [-1.8748, 2.5087, 2.3562], [0.2168, 2.8653, 0.1474], [-0.4928, 2.8850, 4.3105], [-3.3812, 2.8014, 0.8683], [3.6742, -3.8547, -3.2912], [2.8207, -4.4926, -3.4881], [1.8549, -2.6298, -3.9515], [3.0464, -5.1990, -1.5469], [-3.5666, -1.2455, -2.2412], [0.9881, -4.0286, -4.5160], [1.1836, -3.6990, -1.5264], [-1.0352, 1.7732, 4.9636], [1.9717, -6.0926, -2.4629], [-1.9610, 3.8884, 0.7534], [-1.3010, 0.7503, 6.8203], [2.9395, 1.2959, 0.1956], [-3.1725, 0.7946, 2.5227], [0.3017, -1.0158, -2.4395], [0.6074, -3.6113, -2.4508], [-1.7057, -0.1136, -1.2924], [2.1796, 3.2271, -3.0374], [-3.4297, 0.6664, -0.2708], [-0.3655, 0.0261, -1.5666], [1.5267, -3.6244, -3.6635], [-2.0953, -3.4074, -1.9864], [0.2508, 3.4692, 4.8304], [-4.8977, -0.9571, -0.6925], [-0.3226, 2.0257, -0.2616], [4.0138, 1.4016, 0.0933]]}